Model w:
The ion C12H15N2O with charge +1. Source: the OMol25 dataset; level of theory: ωB97M-V with the def2-TZVPD basis set.

Each atom is followed by the atoms it is bonded to, with distances in Å.
Atoms and positions in Å:
1 H 0.462 1.171 2.022  C18 1.086
2 H 4.656 -0.126 2.197  C11 1.082
3 H -3.209 0.368 0.248  C9 1.141
4 H -2.289 0.776 -1.443  C9 1.108
5 H -2.810 -1.832 -1.418  C19 1.062
6 C 2.621 0.838 2.152  C11 1.441, C18 1.396, H28 1.116
7 C 3.422 -1.216 1.038  C10 1.405, C11 1.362, H13 1.111
8 H -0.520 -2.540 -0.734  C20 1.111
9 C -2.439 0.126 -0.557  H3 1.141, H4 1.108, C19 1.460, N21 1.509
10 C 2.192 -1.282 0.363  C7 1.405, C15 1.502, O24 1.412, C26 1.502
11 C 3.636 -0.135 1.837  H2 1.082, C6 1.441, C7 1.362
12 H -1.397 0.767 1.015  N21 0.964
13 H 4.183 -1.923 0.644  C7 1.111
14 H 0.376 1.989 -0.047  C22 1.110
15 C 2.193 -1.307 -1.139  C10 1.502, O24 1.293, N29 1.196
16 H -2.543 -1.780 0.282  C19 1.121
17 H -0.641 -1.311 -2.074  C20 1.154
18 C 1.342 0.684 1.614  H1 1.086, C6 1.396, C26 1.432
19 C -2.237 -1.314 -0.690  H5 1.062, C9 1.460, H16 1.121, C20 1.524
20 C -0.741 -1.470 -0.936  H8 1.111, H17 1.154, C19 1.524, C30 1.481
21 N -1.167 0.612 0.091  C9 1.509, H12 0.964, C22 1.477, C30 1.482
22 C -0.606 1.826 -0.538  H14 1.110, N21 1.477, H23 1.007, H25 1.146
23 H -1.139 2.675 -0.443  C22 1.007
24 O 2.048 -2.408 -0.476  C10 1.412, C15 1.293
25 H -0.325 1.661 -1.636  C22 1.146
26 C 1.059 -0.339 0.652  C10 1.502, C18 1.432, C30 1.399
27 H 1.973 -0.955 -2.998  N29 1.041
28 H 2.923 1.592 2.917  C6 1.116
29 N 1.962 -0.553 -2.038  C15 1.196, H27 1.041
30 C -0.115 -0.414 -0.106  C20 1.481, N21 1.482, C26 1.399

As for the HOMO-LUMO gap (spin up / spin down): 7.47 / 7.46 eV. Its SMILES is [H]/N=C1\O[C@@]12C=CC=C/C2=C1/CCC[N@@H+]1C. The net charge is +1. The HOMO energy (spin up / spin down) is -11.243 / -11.242 eV.

=====

Model x:
A cluster of 2 separate species, C12H15N2O in total. Source: the OMol25 dataset; level of theory: ωB97M-V with the def2-TZVPD basis set.

Each atom is followed by the atoms it is bonded to, with distances in Å.
Atoms and positions in Å:
1 H -0.367 0.067 0.911  C3 1.131
2 C -1.424 -0.092 -4.061  C13 1.384, C17 1.385, H30 1.079
3 C 0.262 -0.226 1.805  H1 1.131, N11 1.451, C15 1.488, C26 1.486
4 H -0.683 -2.044 1.844  N11 1.013
5 C -0.305 -1.829 -2.845  C17 1.385, H18 1.078, C28 1.382
6 H 3.318 -0.163 0.460  N7 1.008
7 N 2.418 -0.481 0.785  H6 1.008, C26 1.313, H27 1.016
8 C 1.134 2.332 2.670  C10 1.422, H21 1.080, C24 1.366
9 H 0.747 -2.030 2.643  N11 1.015
10 C -0.044 1.768 3.232  C8 1.422, C15 1.349, H16 1.079
11 N 0.261 -1.677 1.824  C3 1.451, H4 1.013, H9 1.015
12 H -1.322 0.071 3.304  C15 1.080
13 C -1.758 0.531 -2.872  C2 1.384, C14 1.387, H19 1.082
14 C -1.358 -0.029 -1.668  C13 1.387, O20 1.379, C28 1.391
15 C -0.439 0.528 2.880  C3 1.488, C10 1.349, H12 1.080
16 H -0.594 2.333 3.967  C10 1.079
17 C -0.697 -1.270 -4.051  C2 1.385, C5 1.385, H22 1.078
18 H 0.251 -2.752 -2.829  C5 1.078
19 H -2.332 1.449 -2.875  C13 1.082
20 O -1.662 0.568 -0.462  C14 1.379, H23 0.966
21 H 1.420 3.331 2.968  C8 1.080
22 H -0.440 -1.752 -4.981  C17 1.078
23 H -2.210 1.346 -0.627  O20 0.966
24 C 1.935 1.626 1.819  C8 1.366, H25 1.080, C26 1.411
25 H 2.869 2.043 1.471  C24 1.080
26 C 1.605 0.303 1.454  C3 1.486, N7 1.313, C24 1.411
27 H 2.117 -1.433 0.591  N7 1.016
28 C -0.629 -1.213 -1.651  C5 1.382, C14 1.391, H29 1.080
29 H -0.339 -1.650 -0.707  C28 1.080
30 H -1.734 0.344 -4.997  C2 1.079

As for the HOMO-LUMO gap: 6.73 eV. The net charge is +1. The HOMO energy is -11.494 eV.

=====

Stability check: which of them is most stable? model x.

=====

Model w:
A cluster of 3 separate species, C4H14N2O2 in total. Source: the OMol25 dataset; level of theory: ωB97M-V with the def2-TZVPD basis set.

Each atom is followed by the atoms it is bonded to, with distances in Å.
Atoms and positions in Å:
1 H 1.211 1.353 -1.522  C15 1.084
2 C -1.706 0.531 -0.135  N10 1.384, H21 1.082, C22 1.338
3 H -2.799 -0.997 -0.799  N10 1.010
4 O 2.298 -0.520 -2.774  H9 0.960, H18 0.962
5 H 1.121 1.139 1.482  C20 1.092
6 H 1.956 -1.417 0.385  N17 1.004
7 H 2.497 0.870 0.481  C20 1.090
8 H -0.528 -0.325 -1.675  C22 1.090
9 H 2.876 -1.264 -2.961  O4 0.960
10 N -2.912 -0.127 -0.299  C2 1.384, H3 1.010, H12 1.008
11 H -1.495 -1.517 2.664  O14 0.973
12 H -3.434 -0.224 0.558  N10 1.008
13 H -0.909 -0.154 2.950  O14 0.965
14 O -1.749 -0.582 2.741  H11 0.973, H13 0.965
15 C 0.635 1.226 -0.614  H1 1.084, H19 1.095, C20 1.543, C22 1.517
16 H 0.343 -1.126 0.811  N17 1.004
17 N 1.288 -0.787 0.793  H6 1.004, H16 1.004, C20 1.447
18 H 1.791 -0.743 -1.987  O4 0.962
19 H 0.345 2.244 -0.332  C15 1.095
20 C 1.435 0.635 0.565  H5 1.092, H7 1.090, C15 1.543, N17 1.447
21 H -1.623 1.309 0.612  C2 1.082
22 C -0.642 0.476 -0.944  C2 1.338, H8 1.090, C15 1.517

As for the HOMO-LUMO gap: 8.65 eV. Its SMILES is N/C=C/CCN.O.O. The HOMO energy is -8.003 eV.

=====

Model x:
A cluster of 2 separate species, C4H14N2O2 in total. Source: the OMol25 dataset; level of theory: ωB97M-V with the def2-TZVPD basis set.

Each atom is followed by the atoms it is bonded to, with distances in Å.
Atoms and positions in Å:
1 H -0.811 -1.524 1.569  C20 1.157
2 C 1.172 -0.170 1.144  H4 1.181, H14 1.127, C19 1.571, C20 1.579
3 N -1.489 -0.840 -1.031  H7 1.003, C9 1.516, H12 1.076
4 H 2.175 -0.789 1.201  C2 1.181
5 H -1.404 0.689 1.874  O17 0.971
6 H -0.443 2.149 -1.784  O16 1.020
7 H -1.796 -1.145 -0.126  N3 1.003
8 H 0.458 1.138 -0.409  C19 1.095
9 C 0.006 -1.077 -1.108  N3 1.516, H11 1.116, C19 1.645, H21 1.103
10 H 2.523 -0.782 -1.420  N13 1.054
11 H 0.441 -1.991 -0.637  C9 1.116
12 H -1.984 -1.507 -1.715  N3 1.076
13 N 2.137 0.179 -1.226  H10 1.054, C19 1.542, H22 0.992
14 H 1.378 0.673 1.863  C2 1.127
15 H -1.938 1.339 -1.813  O16 0.986
16 O -1.452 2.179 -1.634  H6 1.020, H15 0.986
17 O -0.875 0.247 2.558  H5 0.971, C20 1.442
18 H 0.308 -1.333 3.021  C20 1.241
19 C 0.858 0.120 -0.367  C2 1.571, H8 1.095, C9 1.645, N13 1.542
20 C -0.034 -0.767 1.972  H1 1.157, C2 1.579, O17 1.442, H18 1.241
21 H 0.317 -1.138 -2.165  C9 1.103
22 H 2.839 0.800 -0.900  N13 0.992

As for the HOMO-LUMO gap: 10.13 eV. Its SMILES is NC[C@H](N)CCO.O. The HOMO energy is -9.347 eV.

=====

Stability check: which of them is most stable? model w.

=====

Model w:
A cluster of 2 separate species, C4H14N2O2 in total. Source: the OMol25 dataset; level of theory: ωB97M-V with the def2-TZVPD basis set.

Each atom is followed by the atoms it is bonded to, with distances in Å.
Atoms and positions in Å:
1 C -0.399 -0.915 1.732  O5 1.443, H9 1.088, C11 1.513, H13 1.090
2 N -1.951 0.632 -1.396  H4 1.016, C10 1.458, H19 1.015
3 N 0.741 0.886 -2.150  C14 1.456, H16 1.010, H20 1.007
4 H -2.580 1.249 -0.891  N2 1.016
5 O -0.903 -2.264 1.643  C1 1.443, H17 0.961
6 H 1.134 0.135 -0.212  C14 1.095
7 H 0.233 1.653 -0.269  C14 1.087
8 H -2.299 -0.090 1.172  C11 1.096
9 H -0.358 -0.587 2.768  C1 1.088
10 C -0.962 -0.071 -0.588  N2 1.458, C11 1.514, C14 1.538, H22 1.090
11 C -1.244 0.021 0.897  C1 1.513, H8 1.096, C10 1.514, H15 1.095
12 H 3.208 -0.438 0.086  O21 0.960
13 H 0.627 -1.075 1.400  C1 1.090
14 C 0.364 0.690 -0.757  N3 1.456, H6 1.095, H7 1.087, C10 1.538
15 H -1.126 1.065 1.206  C11 1.095
16 H 1.603 1.404 -2.245  N3 1.010
17 H -1.652 -2.292 1.043  O5 0.961
18 H 3.791 0.295 1.287  O21 0.965
19 H -1.547 1.285 -2.060  N2 1.015
20 H 0.819 0.015 -2.649  N3 1.007
21 O 3.386 -0.540 1.024  H12 0.960, H18 0.965
22 H -0.885 -1.060 -1.040  C10 1.090

As for the HOMO-LUMO gap: 9.61 eV. Its SMILES is NC[C@H](N)CCO.O. The HOMO energy is -9.052 eV.

=====

Model x:
A cluster of 2 separate species, C4H14N2O2 in total. Source: the OMol25 dataset; level of theory: ωB97M-V with the def2-TZVPD basis set.

Each atom is followed by the atoms it is bonded to, with distances in Å.
Atoms and positions in Å:
1 O 1.798 -1.165 2.084  H6 0.957, H14 0.971
2 H 1.294 -1.352 -1.032  C19 1.114
3 N -0.469 -1.807 -2.143  H12 1.012, H16 1.007, C19 1.503
4 H 0.785 -0.108 -2.151  C19 1.109
5 C 0.366 0.941 0.358  C9 1.560, H11 1.092, H15 1.109, C18 1.530
6 H 1.442 -1.122 1.197  O1 0.957
7 O -1.275 1.919 1.753  H17 0.962, C18 1.406
8 N -1.593 0.596 -1.019  C9 1.433, H13 1.017, H21 1.013
9 C -0.503 -0.106 -0.406  C5 1.560, N8 1.433, C19 1.512, H20 1.112
10 H 0.680 2.044 2.186  C18 1.113
11 H 1.416 0.646 0.320  C5 1.092
12 H -0.778 -2.484 -1.458  N3 1.012
13 H -2.322 -0.029 -1.354  N8 1.017
14 H 2.534 -0.565 2.286  O1 0.971
15 H 0.279 1.934 -0.129  C5 1.109
16 H 0.046 -2.120 -2.951  N3 1.007
17 H -1.835 1.595 1.042  O7 0.962
18 C -0.025 1.275 1.799  C5 1.530, O7 1.406, H10 1.113, H22 1.098
19 C 0.387 -0.820 -1.399  H2 1.114, N3 1.503, H4 1.109, C9 1.512
20 H -0.825 -0.710 0.469  C9 1.112
21 H -1.329 1.063 -1.878  N8 1.013
22 H -0.073 0.375 2.427  C18 1.098

As for the HOMO-LUMO gap: 10.38 eV. Its SMILES is NC[C@H](N)CCO.O. The HOMO energy is -9.642 eV.

=====

Stability check: which of them is most stable? model w.